{
  "formula": "C31H78ClF3MgN8NaO17S2",
  "method": "the ωB97M-V functional and the def2-TZVPD basis",
  "species": ["C", "C", "C", "C", "N", "C", "O", "C", "C", "C", "N", "N", "N", "C", "C", "O", "O", "O", "C", "N", "C", "O", "C", "C", "O", "C", "C", "O", "C", "C", "C", "C", "C", "C", "H", "H", "H", "H", "H", "H", "H", "H", "H", "H", "H", "H", "H", "H", "H", "H", "H", "H", "H", "H", "H", "H", "H", "H", "H", "H", "H", "H", "H", "H", "H", "H", "H", "H", "H", "H", "H", "H", "H", "H", "H", "H", "H", "H", "H", "H", "H", "H", "H", "H", "H", "C", "C", "C", "O", "C", "N", "H", "H", "H", "H", "H", "H", "H", "H", "H", "H", "H", "H", "O", "S", "O", "O", "O", "Na", "C", "F", "F", "F", "S", "O", "O", "O", "Mg", "Cl", "O", "H", "H", "O", "H", "H", "C", "C", "C", "C", "N", "H", "H", "H", "H", "H", "H", "H", "N", "H", "H", "H", "H"],
  "positions_angstrom": [[-2.281476, 1.579065, 4.206810], [-0.732237, 1.670881, 4.514355], [-0.016857, 0.289089, 4.364986], [-0.028565, -0.116621, 2.824390], [1.358387, -0.248519, 2.368668], [1.531005, -0.424504, 0.937539], [0.873359, -1.564471, 0.397003], [1.082370, -2.773564, 1.110272], [-0.088065, -3.730193, 0.660647], [-1.494951, -3.357938, 1.246862], [-1.483087, -3.490184, 2.720649], [-2.026118, -2.096513, 0.767806], [-2.425932, -4.409819, 0.726635], [2.407723, -3.566098, 0.793626], [2.363859, -4.504112, -0.450099], [2.001632, -3.846578, -1.664026], [3.260026, -3.483715, -2.206800], [3.591028, -2.759332, 0.668916], [4.099108, -2.338755, 1.922287], [4.829633, -3.402702, 2.616175], [5.170244, -1.185318, 1.626656], [5.535771, -1.238089, 0.222721], [6.172895, -0.034471, -0.201025], [5.472708, 0.462767, -1.489163], [5.869215, -0.348009, -2.635274], [5.276335, 0.140970, -3.858323], [4.143373, -0.836958, -4.458328], [3.219510, -0.077731, -5.216137], [1.947137, -0.723083, -5.349668], [0.791008, 0.114068, -4.691795], [0.982096, 0.810820, 0.105639], [1.466912, 0.765840, -1.395428], [1.444819, 2.191555, 0.659450], [0.265443, 3.225449, 0.398804], [-2.814818, 2.365431, 4.762051], [-2.676410, 0.574837, 4.456070], [-2.372928, 1.732003, 3.110838], [-0.252028, 2.421422, 3.858472], [-0.666065, 1.978219, 5.576257], [-0.637100, -0.428072, 4.941208], [1.027855, 0.300900, 4.722133], [-0.476213, -1.121510, 2.788957], [-0.625295, 0.665935, 2.316766], [1.986489, 0.438058, 2.765322], [2.635467, -0.398642, 0.754489], [0.992070, -2.703066, 2.209842], [-0.194966, -3.691106, -0.443774], [0.111792, -4.784311, 0.949050], [-1.800192, -2.660370, 3.208840], [-0.602049, -3.837288, 3.079248], [-1.570960, -1.776267, -0.076930], [-2.069241, -1.383523, 1.483652], [-3.213748, -4.499575, 1.362219], [-1.911366, -5.278999, 0.621998], [2.570644, -4.249847, 1.663839], [3.407917, -4.849648, -0.595010], [1.784817, -5.428563, -0.283734], [3.282942, -3.696465, -3.156254], [3.300985, -1.910332, 2.565639], [4.584744, -4.321814, 2.263814], [4.684355, -3.321334, 3.619564], [4.712815, -0.191077, 1.811537], [6.097437, -1.376132, 2.191352], [6.176542, 0.777943, 0.548886], [7.227764, -0.227851, -0.495715], [5.637465, 1.538408, -1.684160], [4.382965, 0.257173, -1.304811], [4.798954, 1.133131, -3.751553], [6.055831, 0.189572, -4.641722], [3.572122, -1.314023, -3.616453], [4.574711, -1.609010, -5.127812], [1.926056, -1.738156, -4.908514], [1.681933, -0.838620, -6.413433], [0.288071, -0.474788, -3.900434], [0.017411, 0.366422, -5.440353], [1.193703, 1.041285, -4.244691], [-0.119395, 0.704626, 0.052774], [2.435582, 1.305993, -1.478792], [1.518129, -0.285391, -1.795988], [0.750104, 1.378112, -1.973711], [2.312259, 2.610744, 0.115929], [1.616529, 2.224500, 1.747267], [0.408181, 3.829216, -0.510347], [0.216389, 3.874502, 1.296320], [-0.717910, 2.715240, 0.378618], [-8.257186, 1.308615, 1.869482], [-6.781669, 0.920281, 1.954518], [-6.083291, 1.452698, 3.209688], [-5.831374, 2.827808, 3.064708], [-6.777357, 3.698578, 3.680801], [-6.077682, 1.514596, 0.773380], [-8.385627, 2.374467, 1.676254], [-8.753605, 0.769545, 1.050685], [-8.784077, 1.062997, 2.795079], [-6.671594, -0.174451, 1.881829], [-5.102174, 0.969771, 3.288832], [-6.632568, 1.216472, 4.124439], [-7.270040, 3.244944, 4.544706], [-7.519717, 4.000030, 2.939185], [-6.244057, 4.589801, 4.005604], [-6.591408, 1.414035, -0.102190], [-5.142669, 1.118199, 0.653466], [-5.926270, 2.530894, 0.958273], [5.146170, -3.322664, 5.796450], [6.353345, -4.158383, 5.847870], [6.375536, -4.942308, 7.084631], [7.540124, -3.300867, 5.809998], [6.352924, -5.074357, 4.699617], [3.357374, -1.142086, -1.827735], [-3.291780, 5.986419, -0.023661], [-4.229752, 6.669092, -0.698982], [-2.591149, 5.282288, -0.931887], [-2.452589, 6.890158, 0.501093], [-4.026925, 4.899857, 1.271960], [-4.905574, 3.984301, 0.545285], [-4.743030, 5.794399, 2.159414], [-2.902830, 4.237026, 1.898656], [-7.997965, -1.099341, 2.324613], [0.189285, -4.871082, -2.517622], [2.021116, -3.159433, -7.284053], [2.134624, -4.090269, -7.060244], [2.653166, -3.012227, -7.996843], [-7.999131, 6.213487, 1.726845], [-7.038831, 6.237409, 1.864534], [-8.367618, 6.298840, 2.612390], [1.708972, 3.275324, -7.515997], [0.764540, 4.350066, -8.039252], [0.300585, 5.309540, -6.939574], [-0.423461, 4.562663, -5.888438], [-0.976406, 3.982369, -5.074395], [1.217893, 2.639972, -6.775923], [2.039336, 2.628758, -8.330192], [2.594750, 3.719234, -7.055267], [-0.101332, 3.869849, -8.500886], [1.268014, 4.921425, -8.821890], [-0.362975, 6.068873, -7.354969], [1.154326, 5.817800, -6.488057], [-1.587170, -7.399835, 2.196669], [-0.804691, -8.010957, 2.443596], [-1.382490, -6.435721, 2.493475], [-1.727647, -7.418334, 1.182138], [-2.436514, -7.726208, 2.664050]],
  "atomic_forces_ev_per_a": [[1.3, 0.0, -0.7], [-0.5, -0.7, 0.9], [-1.0, 0.6, -1.1], [0.6, 0.1, 2.0], [-0.6, -1.0, -0.5], [0.3, 2.5, -0.6], [1.0, 0.0, 1.0], [-0.8, -2.3, -0.6], [-0.5, 1.1, 0.2], [0.0, -1.3, -0.4], [-0.3, 0.2, -0.3], [-0.2, -0.2, 0.9], [0.6, 0.2, -0.2], [0.0, -0.4, -0.1], [1.3, -0.2, 0.9], [1.0, 0.4, 1.1], [2.0, 1.5, -0.6], [-0.9, -0.1, 0.3], [1.7, 0.9, 0.1], [-0.6, 0.2, -0.3], [-0.7, -0.6, -1.0], [-0.2, 0.9, 0.5], [0.5, 0.0, -1.4], [-0.3, -1.0, 0.1], [-0.9, 1.0, 0.2], [-0.7, -1.0, -1.1], [0.3, 0.8, 0.5], [0.1, -0.2, 0.5], [-1.5, 0.3, -0.1], [0.3, -0.3, 0.0], [1.2, -0.8, -0.6], [-0.3, 0.0, 0.7], [-2.0, 0.7, -0.5], [0.3, -0.2, 1.0], [0.0, -0.3, -0.5], [0.1, 0.5, 0.1], [-0.5, 0.1, 0.7], [-0.3, -0.2, 0.4], [0.3, 0.1, -0.6], [0.7, 0.2, -0.2], [-0.5, 0.0, 0.1], [0.0, 0.6, -0.5], [0.2, -0.6, -0.2], [-0.1, 0.0, -0.2], [-0.5, -0.5, 0.1], [0.3, 0.8, -0.5], [0.2, -0.3, 0.6], [0.1, 0.5, -0.1], [0.2, -0.2, 0.1], [0.0, 0.6, 0.0], [0.0, 0.0, 0.2], [0.3, 0.1, -0.3], [0.1, -0.1, -0.1], [-0.3, 0.1, -0.1], [-0.3, 0.3, -0.5], [-0.5, 0.2, 0.2], [-0.3, 0.8, -0.4], [-0.9, -0.5, 0.2], [0.2, -0.2, -0.4], [0.1, 0.1, 0.3], [0.1, -0.4, -0.2], [0.3, -0.4, 0.2], [-0.7, 0.2, 0.2], [-0.2, -0.5, -0.2], [-0.5, 0.0, 0.4], [-0.1, -0.5, 0.1], [1.2, 1.4, 0.2], [0.3, -0.4, 0.1], [-0.2, 0.2, 0.6], [0.8, -0.1, -1.5], [0.0, 0.1, 0.8], [0.4, 0.4, -0.3], [0.6, 0.0, 0.4], [0.2, 0.3, -0.3], [0.4, 0.0, 0.4], [-0.2, -0.4, -0.3], [0.5, 0.3, 0.4], [-0.4, -0.6, -0.1], [-0.7, 1.2, 0.2], [0.4, -0.6, -0.1], [-0.1, -0.6, 0.5], [0.2, -0.3, -0.5], [-0.2, -0.3, 0.4], [-0.1, 0.1, -0.8], [0.5, 0.3, -0.2], [0.1, 0.3, -0.3], [-0.2, 1.6, -0.2], [0.8, 0.2, -0.2], [-0.2, -0.5, 0.5], [-0.2, 0.4, -0.2], [0.0, -0.2, 0.2], [0.1, 0.0, 0.1], [-0.1, 0.1, 0.0], [0.0, 0.2, 0.0], [1.7, 1.2, -0.4], [0.0, 0.0, 0.0], [-0.2, -0.1, -0.1], [0.1, -0.2, 0.0], [-0.1, 0.1, 0.1], [0.1, -0.1, -0.1], [0.0, 0.0, 0.0], [0.0, 0.1, -0.1], [0.5, 0.6, -0.1], [0.2, 0.0, 0.3], [-0.1, 0.3, 0.3], [-0.5, -0.3, -0.3], [-0.1, 0.0, -0.6], [0.4, -0.1, 0.2], [-0.1, -1.4, 1.2], [0.3, 0.6, -0.8], [-0.1, -0.3, 0.3], [-0.2, -0.2, 0.3], [-0.2, -0.3, 0.2], [-0.1, -0.5, 1.6], [-0.2, -0.1, -0.7], [-0.1, 0.2, -0.5], [0.1, 0.1, -0.5], [-2.1, -3.1, 0.9], [-2.1, -1.3, -0.9], [0.3, -0.2, 0.0], [-0.1, 0.0, 0.0], [-0.1, 0.0, 0.0], [0.1, -0.2, 0.2], [0.0, 0.0, -0.1], [0.0, 0.1, -0.1], [0.0, -0.1, -0.1], [0.2, -0.2, -0.1], [-0.3, -0.4, 0.0], [0.5, 0.8, -0.6], [-0.3, -0.5, 0.5], [0.0, 0.1, 0.0], [0.0, 0.0, 0.0], [0.0, 0.0, 0.0], [0.0, 0.1, 0.0], [-0.1, 0.1, 0.1], [0.0, 0.0, 0.1], [0.0, 0.0, 0.1], [0.1, 0.0, 0.1], [0.0, 0.0, 0.0], [-0.2, 0.1, -0.1], [0.0, 0.0, 0.0], [0.0, 0.0, 0.0]],
  "mulliken_charge": [-0.82, -0.71, -0.91, 1.40, -0.28, -0.31, 0.32, 0.81, -1.45, 0.84, -0.54, -0.47, -0.40, -0.22, -1.47, -0.05, -0.57, -0.21, 0.28, -0.37, -0.80, -0.32, -0.87, 0.47, -0.44, -0.73, 1.13, -0.45, -0.19, -1.03, 0.93, -1.67, -0.41, -1.55, 0.40, 0.28, 0.22, 0.16, 0.51, 0.34, 0.40, -1.79, 0.17, 0.72, -1.08, 0.37, -0.54, 0.39, 0.31, 0.24, 0.22, 0.32, 0.42, 0.08, 0.51, 0.73, 0.29, 0.24, 0.19, 0.24, 0.28, 0.31, 0.50, 0.42, 0.39, 0.51, -0.19, 0.33, 0.36, -0.79, 0.39, 0.19, 0.52, 0.26, 0.41, 0.16, 0.50, 0.23, 0.20, 0.61, 0.46, 0.45, 0.38, 0.39, 0.26, -2.00, 0.79, -0.50, -0.03, -0.65, -0.08, 0.39, 0.64, 0.48, -0.18, 0.12, 0.34, 0.41, 0.13, 0.23, 0.42, 0.36, 0.29, -0.49, 1.36, -0.43, -0.42, -0.40, 0.12, 0.46, -0.22, -0.22, -0.22, 1.31, -0.94, -0.73, -0.65, 0.07, -0.49, -0.59, 0.29, 0.31, -0.66, 0.34, 0.31, -0.85, -0.50, -0.42, 0.25, -0.42, 0.08, 0.36, 0.31, 0.30, 0.32, 0.30, 0.27, -0.44, 0.40, 0.21, 0.42, 0.39],
  "e_homo_ev": -8.626,
  "largest_force_ha_per_bohr": 0.076,
  "e_lumo_ev": -7.498,
  "charge": 1
}